No. 1
169
Properties=species:S:1:pos:R:3 method="wB97M-V/def2-TZVPD" homo_lumo_gap_ev="5.25 / 5.24" homo_ev="-7.13 / -7.13" fmax_ev_per_a=2.914 lumo_energy_ev="-1.9 / -1.9" total_energy_ha=-6313.54863
Ir 0.492 -0.504 0.721
Te -3.760 2.557 -0.962
As 1.469 -3.673 -1.655
S 1.546 -0.410 4.215
O 0.461 -0.869 -1.457
N 4.186 -0.202 4.153
N 1.334 1.308 0.863
N -0.532 -2.225 0.759
N -4.209 -2.996 -1.478
N 2.621 -1.068 1.098
N 3.038 1.789 4.243
N -3.749 -4.631 2.701
N -1.026 0.274 -0.311
C -0.874 1.811 2.729
C -2.308 1.369 2.418
C 3.287 4.100 -1.221
C 2.518 -1.725 -3.565
C -0.993 -5.193 -1.677
C -1.546 -0.225 -2.679
C -4.317 6.479 -2.853
C -0.793 2.352 4.164
C -6.012 4.444 -2.015
C 2.474 -7.826 -2.152
C -3.769 5.331 -2.276
C -2.631 -5.265 -3.435
C -7.458 1.675 4.221
C 3.493 -2.218 1.188
C 5.030 -1.355 -0.750
C 1.907 -3.758 4.222
C -6.508 5.610 -2.588
C -2.826 -3.314 0.682
C 1.145 -4.699 2.027
C 1.820 -3.500 2.714
C -5.154 2.323 0.627
C 5.487 0.455 4.104
C 3.645 -7.920 -1.410
C -5.681 6.643 -3.011
C -6.570 0.928 1.985
C 4.146 -6.790 -0.778
C -4.694 4.729 1.387
C 2.021 3.242 -1.274
C -7.009 3.367 -1.658
C 1.066 3.543 -0.124
C 4.733 -2.208 0.492
C -0.476 5.100 0.894
C 1.294 3.430 -2.613
C -1.924 -4.296 -4.128
C -6.255 7.877 -3.661
C -5.815 1.102 0.822
C 0.496 4.806 -0.047
C -0.251 -4.247 -2.386
C -3.591 -3.150 -0.515
C 5.452 -2.271 -1.911
C -3.336 -4.041 1.798
C -5.311 3.365 1.566
C 3.474 -3.548 -5.421
C -0.723 -0.249 -1.434
C -4.620 4.313 -1.827
C 5.708 -3.120 0.874
C 1.801 -6.613 -2.252
C -0.374 2.832 1.725
C -2.260 5.257 -2.212
C -0.735 -3.791 -3.609
C -0.915 4.112 1.756
C 3.468 -5.583 -0.879
C 5.459 -4.079 1.841
C 6.140 -0.315 -0.538
C 4.256 2.597 4.239
C -5.816 -0.032 -0.172
C -1.581 -2.720 0.736
C 2.317 -3.090 -3.344
C 3.181 -1.277 -4.704
C 3.273 0.032 1.157
C -2.165 -5.713 -2.206
C -6.078 3.139 2.702
C 2.289 -5.472 -1.610
C 2.793 -3.994 -4.295
C 3.184 -3.268 2.077
C 4.191 -4.181 2.381
C -6.696 1.918 2.943
C 5.399 1.789 4.823
C 2.594 1.304 1.039
C 2.998 0.440 4.191
C 3.675 -2.188 -5.626
C 0.653 2.581 0.810
H -7.234 3.361 -0.591
H 4.506 2.921 3.223
H 4.767 -3.107 -2.034
H -0.176 -3.051 -4.169
H 3.971 -4.991 3.066
H -2.377 0.959 1.411
H -3.001 2.210 2.507
H 4.216 -1.843 -6.499
H 2.150 -1.014 -2.837
H -0.238 0.920 2.667
H -1.907 4.450 -1.574
H 2.317 2.195 -1.231
H 0.907 -3.726 4.657
H -2.291 -3.934 -5.081
H -0.638 -5.545 -0.714
H -0.942 -0.584 -3.516
H -0.910 6.093 0.940
H 3.851 -4.265 -6.140
H 0.047 3.041 4.301
H -2.716 -6.464 -1.654
H -3.551 -5.664 -3.844
H 5.809 0.612 3.068
H 1.930 3.097 -3.438
H 6.455 -2.673 -1.744
H 6.216 -0.193 4.582
H 6.405 0.140 -1.496
H 6.335 2.334 4.716
H 3.039 5.165 -1.234
H -1.848 6.194 -1.829
H 2.328 -4.746 4.431
H 6.235 -4.779 2.129
H -7.076 8.289 -3.070
H 3.875 3.909 -0.317
H -2.409 -0.884 -2.558
H -7.583 5.704 -2.727
H -6.707 0.029 -0.805
H -2.621 0.596 3.128
H 5.854 0.495 0.139
H -6.624 2.379 -1.915
H 3.854 -4.709 -0.373
H -7.986 2.572 4.545
H -4.734 5.293 2.321
H 1.208 -2.621 2.556
H 2.642 -5.056 -4.155
H 0.809 5.573 -0.748
H 4.335 0.016 1.360
H -5.847 -0.994 0.339
H 5.464 -1.710 -2.847
H 4.126 -1.201 4.034
H -0.685 1.534 4.876
H -3.643 7.259 -3.201
H 3.130 2.241 1.167
H 2.512 -3.007 4.731
H -7.942 3.530 -2.197
H 5.062 -6.848 -0.199
H -6.773 1.387 5.023
H 1.738 -5.608 2.169
H -6.654 7.642 -4.652
H 3.922 3.891 -2.085
H 0.890 -6.562 -2.834
H 7.037 -0.790 -0.131
H 4.077 3.488 4.836
H 4.113 -0.845 -1.051
H 6.674 -3.099 0.383
H -1.846 5.101 -3.213
H 4.163 -8.869 -1.327
H -8.181 0.868 4.101
H 2.139 2.240 4.244
H -3.657 4.656 1.056
H 0.149 -4.865 2.446
H 3.319 -0.214 -4.864
H -1.705 2.902 4.412
H -7.062 -0.029 2.141
H 5.215 1.616 5.885
H -4.951 -0.034 -0.826
H -6.181 3.940 3.431
H -1.905 0.782 -2.887
H -5.228 5.301 0.624
H -1.682 4.338 2.489
H 2.079 -8.701 -2.656
H 1.045 -4.525 0.959
H 1.040 4.479 -2.782
H 0.371 2.845 -2.635
H -5.495 8.649 -3.781

=====

No. 2
12
Properties=species:S:1:pos:R:3 method="wB97M-V/def2-TZVPD" de_lowest_kcal_mol=99.76 homo_lumo_gap_ev="7.47 / 7.47" homo_ev="-8.23 / -8.22" fmax_ev_per_a=3.149 lumo_energy_ev="-0.8 / -0.8" total_energy_ha=-3126.77624
I 2.330 -2.263 0.230
Br 2.711 1.143 -0.270
F 3.639 3.281 1.186
C 0.109 -0.275 -0.311
C -0.969 -1.272 -0.319
C 1.443 -0.440 -0.081
C 3.163 3.037 -0.009
H 2.309 3.580 -0.244
H -1.348 -1.178 -1.314
H -0.449 -2.343 -0.091
H -0.344 0.621 -0.777
H -1.748 -0.896 0.384

=====

No. 3
59
Properties=species:S:1:pos:R:3 method="wB97M-V/def2-TZVPD" homo_lumo_gap_ev="6.99 / 7.09" homo_ev="-5.55 / -5.50" fmax_ev_per_a=4.206 lumo_energy_ev="1.4 / 1.6" total_charge=-1 total_energy_ha=-2164.25906
Ru -0.134 0.977 -0.553
Si 0.991 -0.884 -1.640
Si -1.964 -0.263 0.363
O -3.923 5.568 -2.659
O -1.273 0.299 -2.557
O 0.010 5.163 0.596
O -2.241 0.946 -4.459
O 0.637 3.044 0.268
N -1.134 2.684 -1.638
N 6.523 -1.337 6.367
C 1.753 0.072 1.819
C -1.978 2.503 -2.667
C -0.832 -4.621 -1.117
C 0.920 0.309 0.951
C -2.059 4.857 -1.319
C -0.076 4.063 0.065
C -1.152 3.865 -1.012
C -3.662 0.110 -0.504
C 4.783 0.386 3.891
C 2.755 -1.464 3.428
C -0.278 -2.257 -1.051
C -1.405 -2.026 -0.247
C -2.976 4.645 -2.347
C -2.425 -0.478 2.240
C 2.747 -0.231 2.753
C -2.207 -3.107 0.107
C 3.788 0.684 2.994
C -1.836 1.144 -3.321
C 4.764 -0.831 4.587
C 5.741 -1.112 5.552
C -1.932 -4.395 -0.312
C 2.708 -1.585 -1.052
C 3.744 -1.759 4.332
C -0.021 -3.559 -1.475
C 1.154 -1.041 -3.561
C -2.902 3.450 -3.059
H 1.965 -2.172 3.227
H -1.593 -0.876 2.810
H 2.994 -2.422 -1.681
H -2.577 -5.211 -0.016
H -2.708 0.468 2.689
H 3.745 -2.702 4.861
H 2.671 -1.931 -0.026
H 5.587 1.084 4.074
H 3.787 1.621 2.458
H -4.011 1.116 -0.286
H 0.836 -3.757 -2.103
H -4.429 -0.587 -0.182
H -2.023 5.779 -0.756
H -3.855 6.306 -2.041
H -0.611 -5.622 -1.464
H -3.562 0.020 -1.581
H -3.072 -2.930 0.729
H 0.236 -0.757 -4.058
H -3.264 -1.158 2.350
H 1.961 -0.422 -3.942
H -3.554 3.241 -3.892
H 3.493 -0.839 -1.115
H 1.377 -2.071 -3.817

=====

No. 4
9
Properties=species:S:1:pos:R:3 method="wB97M-V/def2-TZVPD" de_lowest_kcal_mol=123.40 homo_lumo_gap_ev="9.13 / 9.13" homo_ev="-9.98 / -9.98" fmax_ev_per_a=5.713 lumo_energy_ev="-0.8 / -0.8" total_energy_ha=-226.02853
N 3.014 0.077 -0.111
N -0.945 -0.706 -0.477
C -0.751 0.732 -0.179
C 1.992 -0.268 0.285
C -0.408 -0.389 0.703
H -0.717 -1.376 -1.087
H -1.786 1.216 -0.137
H -0.477 -0.689 1.734
H 0.078 1.403 -0.730